{
  "formula": "C28H43B2F4N2O7P2Pd",
  "method": "the ωB97M-V functional and the def2-TZVPD basis",
  "elements": ["Pd", "C", "C", "O", "P", "O", "O", "O", "P", "O", "O", "O", "H", "H", "H", "H", "H", "H", "H", "C", "C", "C", "C", "C", "C", "C", "C", "C", "C", "C", "C", "N", "B", "N", "C", "C", "C", "C", "C", "C", "C", "C", "C", "C", "C", "C", "C", "C", "H", "H", "H", "H", "H", "H", "H", "H", "H", "H", "H", "H", "H", "H", "H", "H", "H", "H", "H", "H", "H", "H", "H", "H", "H", "H", "H", "H", "H", "H", "H", "H", "H", "H", "H", "H", "F", "B", "F", "F", "F"],
  "xyz": [[-0.24746, -1.07247, 0.65279], [0.35308, -5.76580, -0.53126], [-0.58237, -4.63217, -0.14717], [-1.93493, -5.08471, -0.23616], [-0.31612, -4.05491, 1.56857], [1.23938, -3.78801, 1.59112], [-0.53493, -5.30690, 2.53542], [-1.19762, -2.90687, 1.89764], [-0.42623, -3.13190, -1.24188], [-0.34781, -3.76301, -2.73141], [0.85983, -2.39220, -0.97619], [-1.70829, -2.37755, -1.04420], [0.24153, -6.60351, 0.15936], [1.38774, -5.42489, -0.50973], [0.10160, -6.10000, -1.53749], [-2.47631, -4.28002, -0.30605], [1.63878, -3.44437, 2.41951], [-0.67953, -4.98123, 3.44113], [0.49787, -3.49504, -3.12116], [-0.76540, -0.13880, -3.41191], [0.53567, 0.45076, -3.94241], [0.38228, 1.95379, -4.19490], [1.78614, 0.10067, -3.14189], [2.79261, -0.56265, -3.83771], [4.00028, -0.88827, -3.24305], [4.22246, -0.54640, -1.92571], [3.24235, 0.10033, -1.17777], [3.53876, 0.40954, 0.27442], [3.89330, -0.87196, 1.02448], [4.65729, 1.44463, 0.40558], [2.02401, 0.41226, -1.79067], [1.03831, 1.12780, -1.02703], [-0.01324, 0.71483, -0.12611], [-0.66916, 1.91609, 0.30211], [0.06186, 2.98965, -0.23923], [1.06001, 2.52588, -1.00525], [-1.90038, 2.22331, 0.97877], [-2.93320, 2.80028, 0.21502], [-4.02642, 3.34030, 0.87737], [-4.12403, 3.27876, 2.25899], [-3.14645, 2.62893, 2.98250], [-2.02555, 2.07296, 2.36366], [-1.04006, 1.31147, 3.22345], [-1.76451, 0.15395, 3.92173], [-0.34031, 2.20885, 4.24344], [-2.94939, 2.71157, -1.29942], [-3.74969, 1.46540, -1.69704], [-3.52246, 3.95130, -1.98334], [-1.56098, 0.00928, -4.14764], [-1.07714, 0.34910, -2.49145], [-0.69286, -1.20315, -3.20590], [0.70823, -0.00672, -4.92175], [0.08773, 2.48226, -3.28888], [-0.39665, 2.12397, -4.94375], [1.31118, 2.39533, -4.56404], [2.62168, -0.81832, -4.87831], [4.76528, -1.40429, -3.81101], [5.16455, -0.80102, -1.45443], [2.64429, 0.83552, 0.72980], [4.86461, -1.25419, 0.69362], [3.15488, -1.65024, 0.84341], [3.94652, -0.69364, 2.09677], [5.59170, 1.06689, -0.01875], [4.83818, 1.67380, 1.45818], [4.40564, 2.37498, -0.10954], [-0.21562, 4.00743, -0.01717], [1.80829, 3.08056, -1.54810], [-4.82508, 3.79728, 0.30619], [-4.97772, 3.71361, 2.76450], [-3.24489, 2.54249, 4.05828], [-0.26054, 0.89638, 2.58061], [-2.64598, 0.51950, 4.45580], [-1.10890, -0.33255, 4.63898], [-2.09584, -0.60841, 3.21435], [-1.05773, 2.62960, 4.95430], [0.17456, 3.03897, 3.75373], [0.39155, 1.62512, 4.80454], [-1.92814, 2.58842, -1.65912], [-4.79133, 1.57662, -1.38223], [-3.35442, 0.56325, -1.22782], [-3.73048, 1.31885, -2.77917], [-4.60028, 4.04015, -1.82717], [-3.35780, 3.88854, -3.06113], [-3.05113, 4.86707, -1.62002], [0.92052, -1.18889, 3.02136], [1.26928, -1.96744, 4.16750], [0.19508, -2.81136, 4.51217], [1.62120, -1.13641, 5.21841], [2.35526, -2.80801, 3.77396]],
  "atomic_forces_ev_per_a": [[-0.563, 0.236, 0.416], [-0.043, -0.005, -0.019], [0.015, -0.032, 0.069], [-0.002, 0.036, 0.015], [0.541, 0.046, -0.052], [-0.215, -0.142, -0.216], [-0.270, 0.073, 0.125], [0.255, 0.126, -0.140], [-0.255, 0.083, 0.092], [0.218, 0.066, -0.099], [-0.023, 0.218, 0.061], [0.019, -0.118, -0.157], [-0.008, 0.018, -0.002], [-0.009, 0.003, 0.010], [0.009, -0.006, 0.003], [0.037, -0.018, 0.001], [0.109, 0.030, 0.098], [0.002, -0.049, -0.170], [-0.132, -0.117, 0.085], [-0.054, 0.039, 0.011], [0.044, 0.024, 0.019], [-0.003, 0.013, -0.028], [0.013, -0.009, 0.054], [-0.016, 0.014, -0.002], [0.031, 0.001, -0.029], [0.001, -0.046, 0.002], [-0.055, -0.035, -0.083], [-0.071, 0.043, 0.004], [0.091, -0.083, 0.001], [0.021, 0.056, -0.001], [-0.074, 0.108, 0.044], [-0.119, 0.159, 0.023], [0.530, -0.729, -0.299], [-0.088, 0.017, 0.079], [-0.141, 0.042, 0.082], [0.086, -0.031, -0.053], [0.171, 0.103, -0.033], [-0.013, -0.051, 0.054], [-0.057, -0.055, 0.004], [-0.023, 0.029, -0.020], [0.015, -0.048, -0.001], [-0.045, 0.088, -0.049], [-0.010, -0.054, -0.073], [-0.004, -0.021, -0.013], [0.005, 0.059, 0.010], [0.014, -0.008, -0.014], [-0.001, -0.015, -0.021], [0.013, 0.055, -0.021], [0.005, 0.000, 0.005], [-0.045, 0.008, 0.099], [0.010, 0.009, -0.031], [-0.005, 0.000, -0.002], [0.001, 0.002, 0.024], [0.021, -0.013, 0.012], [-0.009, -0.010, 0.013], [0.011, -0.003, 0.026], [-0.007, 0.005, 0.001], [-0.019, 0.007, -0.023], [-0.059, -0.040, -0.003], [-0.038, 0.014, 0.054], [-0.127, -0.048, 0.021], [-0.005, 0.011, 0.083], [-0.023, 0.004, -0.004], [-0.009, -0.004, -0.013], [-0.005, -0.023, 0.013], [0.014, -0.006, -0.015], [-0.012, 0.001, -0.001], [0.010, -0.008, 0.005], [0.002, 0.003, -0.002], [-0.004, 0.018, -0.037], [0.004, -0.066, -0.019], [0.068, -0.031, 0.024], [0.102, -0.057, 0.020], [0.024, 0.012, -0.043], [0.012, -0.012, -0.016], [-0.005, -0.019, 0.009], [-0.008, 0.004, -0.019], [0.041, -0.043, 0.031], [0.018, -0.008, -0.009], [0.054, -0.013, -0.009], [0.002, 0.011, -0.007], [0.023, 0.003, 0.013], [-0.009, -0.009, 0.011], [0.008, -0.020, -0.009], [0.083, 0.084, 0.145], [-0.274, 0.047, -0.004], [0.142, 0.097, -0.017], [0.017, -0.097, -0.125], [0.042, 0.078, 0.030]],
  "multiplicity": 1,
  "gap_ha": 0.2802,
  "e_tot_ha": -2989.35006,
  "lumo_energy_ev": 1.894,
  "charge": -1,
  "e_homo_ev": -5.7,
  "e_above_lowest_kj_mol": 31.6
}